[1]
A structure of composition C29H36BrN2O3PTc. Source: OMol25; level of theory: ωB97M-V/def2-TZVPD.

Computed properties:
2S+1   4
Lowest unoccupied orbital energy (spin up / spin down)   -6.8 / -6.7 eV
Highest occupied orbital energy (spin up / spin down)   -13.9 / -13.9 eV
M   669.50 g mol⁻¹
Total charge   +2
Kohn-Sham gap (spin up / spin down)   7.15 / 7.17 eV
Relative energy (zero: lowest compared OMol25 entry of this formula, charge and spin)   40.5 kJ/mol
⟨S²⟩   3.7978

```
73
Properties=species:S:1:pos:R:3:forces:R:3:mulliken_spin:R:1
Tc -1.072835 -0.320236 0.822228 -0.3 0.1 0.2 2.88
C 3.429262 -1.079782 2.566681 0.0 -0.1 -0.1 0.00
N 2.780159 -2.143982 1.783244 0.1 0.0 0.1 0.01
C 3.565329 -3.373625 1.602783 0.0 0.1 0.0 0.00
C 1.590620 -1.982852 1.248519 -0.2 0.2 -0.1 -0.01
O 0.922732 -0.924401 1.358965 0.4 -0.1 0.2 0.02
C 0.991706 -3.126046 0.450060 0.0 0.0 0.1 0.01
O -0.258735 -2.716397 -0.082536 0.0 -0.1 0.0 0.02
C -1.286871 -3.688623 -0.009546 0.0 0.1 0.0 0.00
C -2.367290 -3.166887 0.921441 0.1 0.4 0.0 0.01
O -2.237082 -1.992325 1.366901 -0.3 -0.3 0.1 0.03
N -3.389609 -3.921265 1.226585 -0.3 -0.2 0.1 0.02
C -4.448683 -3.441442 2.132029 0.0 -0.1 -0.2 0.00
C -3.574828 -5.279741 0.696760 0.0 0.1 0.1 0.00
H 3.652623 -1.458005 3.563252 0.0 0.0 0.0 0.00
H 2.780251 -0.217865 2.643187 -0.1 0.1 -0.1 0.00
H 4.360754 -0.794124 2.079613 0.0 0.0 0.0 0.00
H 4.131552 -3.555949 2.511760 0.0 0.0 0.0 0.00
H 4.264931 -3.268077 0.773097 0.0 0.0 0.0 0.00
H 2.929026 -4.237262 1.426635 0.0 0.0 0.0 0.00
H 0.861264 -3.982512 1.113768 0.0 0.0 0.0 0.00
H 1.664820 -3.415624 -0.354158 0.1 0.0 -0.1 0.00
H -0.905604 -4.639864 0.357133 0.0 -0.1 0.0 0.00
H -1.697874 -3.850159 -1.004617 0.0 0.0 -0.1 0.00
H -4.120014 -2.555853 2.656517 0.1 0.1 0.0 0.00
H -4.672765 -4.228865 2.848347 0.0 0.0 0.0 0.00
H -5.349209 -3.216727 1.559406 0.1 0.0 0.0 0.00
H -2.878802 -5.499562 -0.106659 0.0 0.0 0.0 0.00
H -4.585315 -5.368155 0.304744 0.0 0.0 0.0 0.00
H -3.446301 -6.011229 1.492932 0.0 0.0 0.0 0.00
C 3.127016 1.148130 -0.591363 0.0 0.1 0.2 0.00
C 2.578233 2.142565 0.411154 0.1 -0.1 -0.1 -0.01
C 3.482038 2.854301 1.195701 0.1 0.0 0.0 0.00
C 3.065642 3.785421 2.136855 0.1 0.0 0.0 0.00
C 1.713688 4.028569 2.321538 0.0 0.0 0.1 0.00
C 0.792429 3.348594 1.545903 0.0 0.0 -0.1 0.02
C 1.211182 2.421076 0.583945 0.0 0.0 0.0 -0.02
P -0.097647 1.581997 -0.326443 0.0 0.2 0.1 -0.02
C 0.420724 1.010938 -1.954179 0.0 -0.2 -0.1 -0.07
C 0.207688 -0.349489 -2.210990 0.0 0.3 0.0 0.06
C 0.545986 -0.917512 -3.423620 0.0 0.0 -0.1 0.00
C 1.116453 -0.110258 -4.398153 0.1 0.0 -0.1 0.00
C 1.325406 1.239609 -4.152313 0.0 0.0 0.0 0.00
C 0.983675 1.834021 -2.938605 -0.1 0.1 -0.1 -0.01
C 1.212080 3.316596 -2.759804 -0.1 -0.1 0.0 0.00
C -1.518979 2.654127 -0.530301 0.1 0.1 0.0 0.01
C -1.480359 4.026502 -0.770120 0.0 0.0 0.0 0.00
C -2.668110 4.719362 -0.932468 0.0 0.0 0.0 0.00
C -3.879079 4.039747 -0.852604 0.0 -0.1 0.0 0.00
C -3.907381 2.672830 -0.608884 -0.1 0.0 0.0 0.00
C -2.723880 1.963574 -0.449766 -0.2 -0.3 0.0 0.01
C -2.733439 0.469978 -0.204239 0.4 0.1 -0.1 -0.09
H 4.141634 0.862645 -0.312084 0.0 0.0 0.0 0.00
H 3.180106 1.576466 -1.595496 0.0 0.0 0.1 0.00
H 2.520426 0.244726 -0.657516 0.1 0.0 0.0 0.00
H 4.543472 2.673006 1.057557 -0.1 0.0 0.0 0.00
H 3.800567 4.319304 2.729474 -0.1 -0.1 -0.1 0.00
H 1.376787 4.743976 3.063322 0.0 -0.1 -0.1 0.00
H -0.262121 3.540683 1.690564 0.0 0.0 0.0 0.01
H -0.228347 -0.989241 -1.450996 0.0 0.0 -0.1 -0.05
H 0.368679 -1.970454 -3.614859 0.0 0.1 0.0 0.00
H 1.401307 -0.534421 -5.354695 0.0 0.1 0.1 0.00
H 1.769336 1.859544 -4.924069 0.0 -0.1 0.0 0.00
H 2.026876 3.658344 -3.397129 0.0 0.0 0.0 0.00
H 1.456805 3.584767 -1.731525 0.0 0.0 0.0 0.00
H 0.315723 3.873111 -3.049014 0.0 0.0 0.0 0.00
H -0.538221 4.558487 -0.803576 0.0 0.0 0.0 0.00
H -2.651436 5.787809 -1.109992 0.0 -0.1 0.0 0.00
H -4.809923 4.580287 -0.973166 0.0 0.0 0.0 0.00
H -4.858428 2.154328 -0.538408 0.1 0.1 0.0 0.00
H -2.735808 -0.084176 -1.157918 0.0 0.0 0.0 0.00
H -3.619859 0.171995 0.354906 0.0 0.0 0.1 0.02
Br -1.604135 0.965581 2.734322 0.1 -0.1 -0.3 0.13
```
Positions in Å, forces in eV/Å.

***

[2]
A structure of composition C29H36Cl2IrN4O2P2 in a non-equilibrium geometry. Source: OMol25; level of theory: ωB97M-V/def2-TZVPD.

Computed properties:
2S+1   6
Lowest unoccupied orbital energy (spin up / spin down)   -5.6 / -9.2 eV
Highest occupied orbital energy (spin up / spin down)   -10.9 / -13.7 eV
M   797.70 g mol⁻¹
Total charge   +2
Kohn-Sham gap (spin up / spin down)   5.29 / 4.50 eV
⟨S²⟩   8.7703

```
76
Properties=species:S:1:pos:R:3:forces:R:3:mulliken_spin:R:1
Ir -0.891721 2.052799 -5.061085 -2.0 -0.7 6.6 2.08
C -2.051598 2.379987 -6.587759 -1.6 0.3 -1.9 0.26
C -1.691960 0.953028 -6.460333 -1.4 -1.2 -1.5 0.12
C -0.590969 0.363788 -7.318935 0.0 -0.4 -0.1 0.06
C 0.801778 0.999623 -7.067564 0.4 -0.8 -0.2 0.04
C 0.887570 1.805734 -5.791036 2.6 -0.1 -0.3 0.19
C 0.485604 3.232605 -5.741949 1.9 1.4 -0.9 0.29
C -0.029902 3.916170 -6.997292 0.1 0.7 0.0 0.06
C -1.302827 3.257553 -7.582853 -0.6 0.8 -0.2 0.07
C 1.740655 0.622638 -0.862594 -0.2 1.0 0.0 0.03
H -3.115766 2.615514 -6.428025 0.4 -0.1 -0.1 -0.03
H -2.542333 0.284228 -6.256530 0.3 0.2 -0.1 -0.02
H -0.855777 0.451486 -8.379425 0.0 -0.2 0.1 0.01
H -0.541359 -0.707963 -7.061305 0.0 0.3 -0.3 -0.01
H 1.504867 0.159058 -6.959264 0.0 0.4 -0.2 -0.01
H 1.151390 1.591349 -7.922704 -0.2 -0.1 0.1 0.01
H 1.730465 1.525190 -5.143439 -0.2 0.3 -0.2 -0.12
H 1.045323 3.862086 -5.034896 -0.1 -0.2 -0.3 0.03
H 0.750003 3.984043 -7.766876 0.0 0.0 0.1 0.01
H -0.273314 4.953048 -6.709133 0.1 -0.4 -0.2 0.00
H -1.996319 4.086207 -7.797766 0.3 -0.4 -0.4 0.00
H -1.087231 2.717849 -8.517953 -0.2 0.2 0.3 0.00
H 1.161529 1.403954 -1.374425 -0.1 -0.1 0.3 0.01
H 2.675800 1.092473 -0.506620 -0.4 -0.4 -0.1 0.01
H 1.163711 0.199619 -0.026525 0.2 0.1 -0.3 0.00
P 2.090235 -0.623483 -2.054745 2.9 -1.0 0.1 -0.08
P -2.202247 -1.124761 -2.192650 0.8 -1.1 -3.6 0.70
N 3.415464 -0.079936 -3.012334 -1.0 0.3 0.2 0.00
N 2.898447 -1.839338 -1.149611 -0.9 -0.2 -0.5 0.00
N -3.157887 0.101659 -2.970661 -2.2 2.6 -0.5 0.01
N -3.236371 -2.151885 -1.436270 -0.1 -1.0 1.3 -0.02
C 0.695108 -1.120141 -3.124517 -0.5 -1.0 -0.2 -0.17
C -0.570977 -1.882404 -2.566604 1.1 -1.3 0.6 0.14
C 3.646902 1.281095 -3.237771 0.9 0.1 -0.6 0.00
C 4.832504 1.412705 -3.936886 -1.0 -0.2 0.6 0.01
C 5.359607 0.099984 -4.157267 -1.2 -0.3 0.7 0.00
C 4.479694 -0.802825 -3.584949 0.4 0.3 -0.4 0.00
C 3.626285 -1.626602 0.037069 0.3 -0.7 0.3 0.00
C 4.231054 -2.814349 0.412224 -0.7 1.1 -0.6 0.00
C 3.891829 -3.793611 -0.569657 -0.5 0.6 -0.9 0.00
C 3.100535 -3.176652 -1.526355 0.5 -0.5 0.9 0.00
C -3.276837 1.465011 -2.596525 -0.2 -2.0 -0.1 0.37
C -4.331706 2.042170 -3.285864 -1.2 -0.8 -1.9 0.08
C -4.844319 1.049761 -4.176480 -0.2 2.4 0.9 0.13
C -4.124764 -0.122021 -3.966780 2.0 -0.3 1.6 0.41
C -4.622316 -2.322647 -1.629440 -0.1 -0.4 0.4 0.00
C -5.088211 -3.223905 -0.697976 0.5 0.7 -0.6 0.01
C -3.975762 -3.657696 0.091136 0.7 0.6 -0.4 0.02
C -2.859411 -2.999606 -0.376250 -0.9 -0.6 0.4 0.02
H 1.175630 -1.842898 -3.822392 -0.1 0.5 0.3 -0.01
H 0.370974 -0.271183 -3.757911 0.5 0.2 0.3 0.28
H -0.855869 -2.649736 -3.313521 0.4 0.3 0.4 0.01
H -0.256473 -2.409321 -1.654608 0.0 -0.2 0.0 0.01
H 2.954508 2.009310 -2.846750 0.1 0.1 -0.1 0.00
H 5.270503 2.353708 -4.238873 0.0 -0.1 0.0 0.00
H 6.295608 -0.117449 -4.645013 -0.1 -0.2 0.0 0.00
H 4.512914 -1.885734 -3.525049 0.0 0.3 0.0 0.00
H 3.659953 -0.651739 0.495245 0.0 -0.1 0.0 0.00
H 4.865063 -2.958191 1.279318 -0.2 0.1 -0.2 0.00
H 4.231223 -4.825522 -0.574526 -0.2 0.3 -0.1 0.00
H 2.682511 -3.556638 -2.442460 -0.1 -0.1 0.0 0.00
H -2.694930 1.839921 -1.783408 0.3 0.3 0.0 0.09
H -4.671104 3.062334 -3.141185 0.0 -0.2 -0.2 0.00
H -5.667796 1.188139 -4.871651 0.2 -0.1 0.1 0.00
H -4.214046 -1.117745 -4.382031 0.0 0.1 -0.2 -0.04
H -5.125268 -1.806412 -2.434023 -0.1 -0.1 0.3 0.00
H -6.118924 -3.530996 -0.581255 0.2 0.0 -0.1 0.00
H -3.997355 -4.366880 0.911273 0.0 0.1 -0.2 0.00
H -1.829554 -3.059203 -0.073940 -0.1 -0.1 0.1 0.00
Cl -1.858057 2.372602 0.470138 -0.3 -0.7 0.3 0.00
C -2.446356 0.712730 0.890221 -0.6 0.8 0.6 -0.01
Cl -4.137760 0.389875 0.350941 0.7 0.4 0.6 0.00
C -1.591734 -0.273456 0.198679 2.0 -1.6 -0.6 -0.02
O -0.880444 -1.161134 0.625345 -1.4 2.1 -0.3 0.00
O -1.673972 -0.008092 -1.159498 0.4 0.2 1.1 -0.03
H -2.347521 0.597519 1.957385 -0.3 0.1 0.3 0.00
```
Positions in Å, forces in eV/Å.